A molecular structure, C19H45I2O4P2SScSi in a non-equilibrium geometry. Source: OMol25; level of theory: ωB97M-V/def2-TZVPD.

Values from the calculation:
- F_max (eV Å⁻¹) = 8.885
- gap between HOMO and LUMO (alpha / beta) (eV) = 4.31 / 4.09
- highest occupied orbital energy (alpha / beta) (eV) = -14.527 / -14.499
- LUMO energy (alpha / beta) (eV) = -10.2 / -10.4
- calculated total energy (eV) = -102806.40175

Structure (ORCA input):
```
! RIJCOSX wB97M-V def2-TZVPD def2/J DEFGRID3
* xyz 2 1
I 1.71902 0.76655 1.58826
I 1.19757 1.58915 -1.49906
Sc -0.76144 -0.56367 0.11638
P -1.18151 2.34247 0.84147
C -2.17576 2.51300 2.37449
C -0.03170 3.75873 1.10852
H -0.62989 4.66398 1.28175
H -2.48142 4.19568 -0.04156
H 0.60332 3.88328 0.22647
H -1.81871 3.15419 -1.34578
H -1.63732 2.02129 3.19504
H 0.60912 3.54372 1.96806
C -2.30755 3.16223 -0.36639
H -2.30737 3.58138 2.59812
H -3.25284 2.61508 -0.43377
H -3.15627 2.03487 2.26204
P 1.13672 -2.13350 -1.16382
C 1.27489 -3.92404 -0.79250
C 1.08914 -2.22151 -2.99052
H 3.07136 -0.66738 -1.27702
H 3.53121 -2.39146 -1.51380
H 3.16347 -1.74461 0.12676
C 2.90817 -1.69515 -0.93578
H 1.17697 -1.21032 -3.40378
H 1.91611 -2.85054 -3.35113
H 1.90984 -4.40561 -1.54554
H 0.28067 -4.38062 -0.80986
H 0.13443 -2.65914 -3.30787
H 1.70433 -4.07020 0.20240
C -0.09660 -2.05480 1.44589
O 0.32077 -2.90210 2.13924
C -3.12134 -5.10171 -0.32915
C -4.04836 -3.92067 -0.08011
C -4.20816 -3.08310 -1.33968
C -5.40570 -4.41105 0.41043
O -3.40925 -3.12663 0.96828
Si -3.91689 -1.65506 1.51668
S -3.14581 -0.15358 0.29806
O -5.56516 -1.58711 1.38391
C -6.57556 -0.81477 2.09939
C -6.19876 0.66141 2.09227
C -7.87911 -1.04014 1.35095
C -6.69898 -1.33257 3.52214
O -3.53916 -1.50353 3.10566
C -2.92036 -2.29905 4.16637
C -1.65064 -1.57400 4.59708
C -3.87896 -2.36471 5.34232
C -2.62237 -3.71321 3.70278
H -3.54317 -5.73405 -1.12096
H -3.01816 -5.71296 0.57484
H -2.12926 -4.76314 -0.64995
H -4.91172 -2.25295 -1.19140
H -4.60351 -3.72309 -2.14355
H -3.24081 -2.67795 -1.66489
H -5.29884 -4.97638 1.34564
H -6.09681 -3.57552 0.57551
H -5.84537 -5.07836 -0.34700
H -6.04843 1.01968 1.06599
H -7.01974 1.23206 2.54638
H -5.29411 0.84138 2.68620
H -8.15443 -2.10377 1.33623
H -8.69282 -0.49441 1.84806
H -7.81389 -0.67329 0.31744
H -6.89228 -2.41471 3.53318
H -5.79058 -1.11965 4.09693
H -7.54183 -0.83384 4.02237
H -1.89596 -0.55563 4.92550
H -1.18551 -2.10799 5.43840
H -0.92934 -1.52766 3.78048
H -4.80018 -2.89821 5.08192
H -3.40928 -2.91119 6.17396
H -4.13203 -1.36386 5.70882
H -3.53720 -4.22042 3.36132
H -1.86463 -3.73151 2.91887
H -2.22718 -4.29609 4.55394
*
```



3 unconnected molecules or ions with the total composition C19H45N2O9 in a non-equilibrium geometry. Source: OMol25; level of theory: ωB97M-V/def2-TZVPD.

Values from the calculation:
- F_max (eV Å⁻¹) = 4.556
- gap between HOMO and LUMO (eV) = 7.42
- highest occupied orbital energy (eV) = -10.710
- LUMO energy (eV) = -3.3
- calculated total energy (eV) = -41825.77341

Structure (ORCA input):
```
! RIJCOSX wB97M-V def2-TZVPD def2/J DEFGRID3
* xyz 1 1
C -4.19395 -0.52673 -1.92385
C -5.03592 -1.14181 -3.15870
N -4.25735 -1.08635 -4.43066
C -4.06780 0.29660 -4.94110
C -2.52054 0.53109 -5.39148
N -1.64092 0.92343 -4.23610
C -1.16033 -0.23852 -3.40011
O 0.16315 -0.60885 -3.85900
O 0.73923 -1.29247 -2.82527
C -4.76378 -2.00790 -5.44961
C -3.87700 -2.36519 -6.72782
O -5.88010 -2.58763 -5.36259
H -3.29199 -1.21909 -1.77974
H -4.85781 -0.49478 -0.99293
H -3.81753 0.53030 -2.12644
H -5.17188 -2.25606 -2.90645
H -6.08063 -0.69282 -3.21082
H -4.69297 0.55915 -5.85530
H -4.28139 1.10737 -4.15178
H -2.11290 -0.36320 -5.98063
H -2.53652 1.40667 -6.14146
H -0.80947 1.43910 -4.58433
H -2.18142 1.55561 -3.61040
H -1.84923 -1.14321 -3.43142
H -1.10672 0.12344 -2.30949
H 0.37345 -2.20667 -2.76866
H -2.81013 -2.57470 -6.34124
H -3.86355 -1.50675 -7.48611
H -4.25626 -3.30695 -7.26436
C -2.51230 -4.92923 3.78382
O -1.63572 -4.00970 3.15841
C -1.59661 -4.18294 1.74737
C -1.04948 -2.93024 1.07568
O -2.02991 -1.90003 0.93231
C -2.37023 -1.19813 2.13043
C -1.28133 -0.23454 2.58493
O -0.27050 -0.93074 3.29889
C 0.92666 -0.18217 3.40286
H -2.20071 -5.95826 3.58496
H -2.48063 -4.75014 4.85979
H -3.53929 -4.76987 3.43884
H -2.59973 -4.39810 1.36136
H -0.93552 -5.03157 1.53466
H -0.75799 -3.19538 0.05437
H -0.15386 -2.55535 1.57491
H -2.66224 -1.88930 2.92347
H -3.25663 -0.60891 1.87697
H -1.71184 0.51454 3.26037
H -0.84725 0.26971 1.71106
H 1.34507 0.00448 2.40882
H 1.64801 -0.76576 3.97540
H 0.74517 0.76516 3.92048
C 4.30227 5.82139 1.37415
O 4.61849 4.84495 2.34750
C 3.45265 4.27255 2.93030
C 3.78911 2.94307 3.59299
O 3.86780 1.86031 2.66424
C 5.03731 1.83058 1.84434
C 6.28538 1.39818 2.60339
O 6.83560 2.49598 3.31928
C 7.73848 2.08191 4.32648
H 3.71936 6.63450 1.81583
H 5.23734 6.22632 0.98318
H 3.75108 5.36597 0.54423
H 2.68163 4.11705 2.16664
H 3.07993 4.97465 3.68561
H 2.96714 2.68511 4.26730
H 4.69255 3.00615 4.20244
H 5.18174 2.78163 1.32735
H 4.83208 1.07744 1.07783
H 7.04467 1.04824 1.89358
H 6.03177 0.58489 3.29555
H 7.21959 1.47404 5.07463
H 8.13355 2.97095 4.81910
H 8.56959 1.51753 3.89173
*
```



Question: Look up the calculated total energy of the second one.
Answer: -41825.77341 eV



Question: Which of these has the highest calculated total energy?
Answer: C19H45N2O9



Question: Number 1 is which compound?
Answer: C19H45I2O4P2SScSi



Question: Which of these has the highest calculated total energy?
Answer: C19H45N2O9